Record 1
Here is a cluster of 3 separate species, C3H14N2O2S in total from the Open Molecules 2025 dataset. Energies are from ωB97M-V/def2-TZVPD.

## Properties
Total charge: 0
Lowest unoccupied orbital energy, eV: 0.52
Orbital gap, eV: 9.130
SMILES string: NC[C@@H](N)CS.O.O
2S+1: 1
Relative energy (zero: lowest compared OMol25 entry of this formula, charge and spin), eV: 1.727

Structure (XYZ):
```
22
Properties=species:S:1:pos:R:3:mulliken_charge:R:1
S -1.06 -0.98 -1.27 -0.225
O -2.94 1.64 0.44 -0.644
O -3.81 0.02 2.23 -0.722
N 2.87 0.14 -1.45 -0.583
N 1.23 -1.03 1.68 -0.567
C 1.56 0.00 -0.64 0.553
C 1.69 -1.28 0.25 -0.858
C 0.52 -0.10 -1.70 -1.085
H 1.63 0.89 0.11 0.350
H -3.78 1.14 0.73 0.414
H -3.49 0.67 2.86 0.342
H 2.94 0.06 -2.44 0.168
H 3.47 0.86 -1.11 0.176
H 0.23 0.93 -1.99 0.417
H 2.01 -0.79 2.26 0.214
H 0.49 -0.37 1.60 0.235
H 0.68 -0.51 -2.69 0.428
H 0.85 -1.98 0.08 0.262
H 2.65 -1.73 0.23 0.409
H -2.98 -0.24 1.78 0.360
H -1.84 0.08 -1.28 0.097
H -2.92 2.58 0.31 0.259
```

---

Record 2
Here is a cluster of 3 separate species, C3H14N2O3 in total from the Open Molecules 2025 dataset. Energies are from ωB97M-V/def2-TZVPD.

## Properties
Total charge: 0
Lowest unoccupied orbital energy, eV: 0.67
Orbital gap, eV: 8.667
SMILES string: NCNCCO.O.O
2S+1: 1
Relative energy (zero: lowest compared OMol25 entry of this formula, charge and spin), eV: 1.257

Structure (XYZ):
```
22
Properties=species:S:1:pos:R:3:mulliken_charge:R:1
O 1.72 -1.31 -0.80 -0.501
O -2.25 1.23 -0.40 -0.633
O -2.21 -1.85 -1.04 -0.678
N 0.53 1.30 0.69 -0.265
N -0.47 -0.90 1.29 -0.648
C 1.53 0.02 -1.26 -0.279
C 1.72 0.97 -0.08 -0.707
C -0.02 0.42 1.75 -0.723
H 0.81 0.20 2.42 0.359
H -1.31 -0.81 0.71 0.357
H 2.12 1.92 -0.45 0.294
H 2.61 0.76 0.56 0.452
H -2.83 0.67 -0.96 0.306
H 0.19 -1.42 0.75 0.346
H 0.50 -0.07 -1.65 0.135
H 2.22 0.30 -2.08 0.298
H -0.90 0.84 2.17 0.370
H -2.21 -2.43 -0.28 0.324
H 2.59 -1.37 -0.39 0.309
H -0.24 1.54 0.07 0.277
H -2.80 1.65 0.26 0.284
H -1.30 -1.67 -1.28 0.322
```

---

Record 3
Here is a cluster of 4 separate species, C3H14N2O3 in total from the Open Molecules 2025 dataset. Energies are from ωB97M-V/def2-TZVPD.

## Properties
Total charge: 0
Lowest unoccupied orbital energy, eV: 0.21
Orbital gap, eV: 9.441
SMILES string: CC/N=C\N.O.O.O
2S+1: 1
Relative energy (zero: lowest compared OMol25 entry of this formula, charge and spin), eV: 1.039

Structure (XYZ):
```
22
Properties=species:S:1:pos:R:3:mulliken_charge:R:1
O 0.55 0.95 -3.97 -0.621
O 0.13 -3.74 -2.95 -0.629
O -0.15 -2.51 1.35 -0.691
N -0.17 2.45 1.33 -0.589
N -1.49 0.59 0.69 -0.280
C -1.05 1.88 0.62 0.061
C 1.58 0.71 1.73 -1.071
C 0.50 1.66 2.32 -0.370
H -2.22 0.26 0.09 0.213
H 0.41 -1.72 1.37 0.287
H -0.21 1.05 2.90 0.313
H 1.70 -0.27 2.19 0.239
H -0.08 -2.89 2.23 0.336
H -1.00 -0.10 1.23 0.092
H 2.53 1.22 1.86 0.306
H 0.38 0.02 -3.78 0.311
H 0.99 2.30 3.05 0.357
H -0.17 1.38 -3.55 0.307
H -0.62 -3.17 -3.05 0.311
H 1.46 0.59 0.65 0.412
H 0.10 -4.28 -2.15 0.319
H -1.65 2.47 -0.05 0.386
```

---

Record 4
Here is a cluster of 4 separate species, C3H14N2O3 in total from the Open Molecules 2025 dataset. Energies are from ωB97M-V/def2-TZVPD.

## Properties
Total charge: 0
Lowest unoccupied orbital energy, eV: 0.63
Orbital gap, eV: 8.244
SMILES string: C/C(N)=C/N.O.O.O
2S+1: 1
Relative energy (zero: lowest compared OMol25 entry of this formula, charge and spin), eV: 1.910

Structure (XYZ):
```
22
Properties=species:S:1:pos:R:3:mulliken_charge:R:1
O 1.27 -2.29 2.27 -0.679
O -2.17 1.02 0.70 -0.767
O -0.42 3.15 0.68 -0.630
N 0.94 0.06 0.39 -0.471
N -1.07 -1.95 -0.59 -0.362
C 1.38 0.79 -1.85 -1.426
C -0.20 -1.18 -1.37 -0.266
C 0.63 -0.15 -0.96 0.534
H -1.52 0.38 0.32 0.313
H 2.19 1.40 -1.41 0.359
H 1.62 0.90 0.47 0.223
H 0.06 0.28 0.89 0.336
H -0.77 -2.37 0.24 0.157
H 0.90 -1.47 1.95 0.333
H -1.65 -2.56 -1.02 0.185
H -0.45 -1.42 -2.41 0.323
H -0.50 3.76 -0.05 0.323
H 1.60 -2.76 1.54 0.301
H -1.10 2.51 0.41 0.373
H 0.64 1.52 -2.50 0.191
H 1.78 0.31 -2.79 0.332
H -2.28 1.00 1.64 0.318
```

---

Record 5
Here is a cluster of 4 separate species, C3H14N2O3 in total from the Open Molecules 2025 dataset. Energies are from ωB97M-V/def2-TZVPD.

## Properties
Total charge: 0
Lowest unoccupied orbital energy, eV: 0.06
Orbital gap, eV: 9.176
SMILES string: CC/N=C\N.O.O.O
2S+1: 1
Relative energy (zero: lowest compared OMol25 entry of this formula, charge and spin), eV: 0.869

Structure (XYZ):
```
22
Properties=species:S:1:pos:R:3:mulliken_charge:R:1
O -0.33 -2.47 1.11 -0.667
O 0.07 -3.64 -3.29 -0.629
O 0.19 0.93 -3.98 -0.637
N -0.48 2.41 1.24 -0.620
N -1.50 0.43 0.49 -0.302
C 1.52 0.95 1.46 -0.768
C -1.29 1.78 0.51 0.063
C 0.35 1.64 2.15 -0.469
H -0.11 -2.32 2.04 0.320
H -0.07 1.84 -3.79 0.320
H -1.94 2.29 -0.21 0.364
H 0.28 -4.15 -2.50 0.313
H 1.35 0.88 0.39 0.235
H -2.19 0.01 -0.09 0.210
H 0.52 0.61 -3.14 0.315
H 2.49 1.45 1.62 0.306
H -0.27 0.91 2.70 0.341
H 0.71 2.33 2.90 0.332
H 0.51 -2.53 0.64 0.321
H -0.65 -3.08 -2.99 0.316
H -0.84 -0.20 0.92 0.152
H 1.67 -0.07 1.81 0.183
```

---

Record 6
Here is an isolated molecule of C3H14N2Si3 from the Open Molecules 2025 dataset. Energies are from ωB97M-V/def2-TZVPD.

## Properties
Total charge: 0
Lowest unoccupied orbital energy, eV: 0.82
Orbital gap, eV: 9.730
SMILES string: CC(C)[Si@@H]1N[SiH2]N[SiH2]1
2S+1: 1
Relative energy (zero: lowest compared OMol25 entry of this formula, charge and spin), eV: 0.283

Structure (XYZ):
```
22
Properties=species:S:1:pos:R:3:mulliken_charge:R:1
Si -0.79 -2.05 0.24 0.375
Si -0.55 -0.69 -2.58 0.068
Si 1.00 -0.45 0.09 0.076
N 0.66 -0.04 -1.58 -0.023
N -1.45 -1.72 -1.55 -0.328
C -0.09 2.10 0.43 -1.302
C 0.40 0.71 2.40 -1.833
C 0.94 1.10 1.10 0.212
H -1.96 -1.81 1.03 -0.143
H -0.23 -3.35 0.61 -0.141
H -1.92 -2.52 -1.96 0.240
H -0.67 0.55 2.29 0.392
H 1.84 1.54 1.27 0.521
H 0.00 2.97 1.08 0.452
H 2.33 -1.28 0.03 -0.143
H -1.06 1.70 0.47 0.383
H 0.98 0.82 -1.90 0.264
H 0.27 -1.68 -3.45 -0.127
H 0.28 1.49 3.11 0.438
H -1.29 0.30 -3.46 -0.132
H 0.86 -0.03 2.87 0.499
H 0.45 2.34 -0.55 0.255
```

---

- The lowest lowest unoccupied orbital energy belongs to which entry?
  number 5

---

- Look up the orbital gap of the fourth one.
  8.244 eV

---

- Among the records above, which one has the highest orbital gap?
  C3H14N2Si3

---

- What is the formula in the second record?
  C3H14N2O3